No. 1
ORCA calculation (ωB97M-V/def2-TZVPD) on one molecule with the formula C4H10N2O in a non-equilibrium geometry.

Atoms and positions in Å:
O1 1.18 -0.69 -3.09
N1 -0.03 -2.18 -1.77
C1 0.45 -0.97 -2.16
H1 -0.19 0.28 2.79
H2 -0.63 -2.23 -0.96
H3 0.13 -3.02 -2.32
H4 -0.20 2.05 0.23
H5 0.44 -0.89 0.60
C2 0.15 1.15 0.79
H6 -1.33 -0.53 0.40
C3 -0.29 -0.17 0.14
N2 -0.06 0.00 -1.29
H7 1.25 1.14 0.76
H8 0.50 2.03 2.66
H9 0.08 0.98 -1.52
H10 -1.21 1.79 2.44
C4 -0.23 1.27 2.30

Calculated values
Relative energy (zero: lowest compared OMol25 entry of this formula, charge and spin) ... 0.794 eV
Molecular weight ... 102.14 u
2S+1 ... 1
Maximum force ... 1.93 eV/Å
LUMO ... 0.9 eV
Kohn-Sham gap ... 0.376 hartree

Results of the Mulliken charge analysis, in e, for atoms 1 through 5:
1. O -0.622
2. N -0.301
3. C 0.443
4. H 0.314
5. H 0.185


No. 2
ORCA calculation (ωB97M-V/def2-TZVPD) on C4H10N2O as an isolated structure in a non-equilibrium geometry.

Atoms and positions in Å:
H1 0.02 2.36 1.01
H2 1.46 -1.99 -0.22
N1 1.45 0.08 -0.71
C1 0.79 0.58 0.36
N2 0.61 2.00 0.27
H3 -0.56 -1.36 0.20
H4 -2.01 -0.24 1.81
C2 -2.13 0.01 0.76
H5 0.18 2.22 -0.62
H6 -2.97 -0.57 0.36
H7 1.46 -1.59 -1.94
H8 -2.38 1.06 0.66
H9 1.18 0.29 1.34
C3 1.81 -1.26 -0.96
C4 -0.89 -0.33 -0.04
O1 -0.93 -0.01 -1.30
H10 2.91 -1.26 -0.99

Calculated values
Relative energy (zero: lowest compared OMol25 entry of this formula, charge and spin) ... 5.263 eV
Molecular weight ... 102.14 u
2S+1 ... 1
Maximum force ... 4.52 eV/Å
LUMO (spin up / spin down) ... -1.0 / -0.4 eV
Kohn-Sham gap (spin up / spin down) ... 0.289 / 0.293 hartree

Results of the Mulliken charge analysis, in e, for atoms 1 through 5:
1. H 0.269
2. H 0.311
3. N -0.280
4. C -0.177
5. N -0.533


No. 3
ORCA calculation (ωB97M-V/def2-TZVPD) on a 2-piece molecular cluster, C4H10N2O overall.

Atoms and positions in Å:
H1 0.33 -0.81 3.07
H2 -0.29 0.01 -3.19
H3 -0.08 -0.06 -1.45
H4 -1.65 0.04 1.55
H5 1.34 -0.41 1.72
H6 -0.65 1.24 2.34
N1 0.11 -0.43 -2.38
C1 0.42 -1.75 -2.44
H7 -0.19 2.88 1.00
H8 0.40 -2.17 -3.46
H9 0.06 -1.61 1.51
O1 0.76 -2.41 -1.49
N2 -0.30 0.95 0.28
C2 -0.10 2.19 0.16
H10 0.16 2.58 -0.82
C3 -0.64 0.44 1.60
C4 0.32 -0.68 1.99

Calculated values
Relative energy (zero: lowest compared OMol25 entry of this formula, charge and spin) ... 1.515 eV
Molecular weight ... 102.14 u
2S+1 ... 1
Maximum force ... 0.43 eV/Å
LUMO ... 1.0 eV
Kohn-Sham gap ... 0.387 hartree

Results of the Mulliken charge analysis, in e, for atoms 1 through 5:
1. H 0.348
2. H 0.222
3. H 0.402
4. H 0.266
5. H 0.299


No. 4
ORCA calculation (ωB97M-V/def2-TZVPD) on one molecule with the formula C4H10N2O in a non-equilibrium geometry.

Atoms and positions in Å:
H1 0.47 0.35 -1.03
H2 -0.91 1.38 -0.77
H3 -0.59 -1.09 -2.48
C1 -1.53 -0.88 -1.98
H4 -0.72 0.72 1.70
O1 2.83 1.27 1.24
C2 -0.39 0.52 -0.36
H5 0.46 1.78 0.96
C3 0.15 0.74 1.05
H6 -1.98 -0.79 0.00
H7 -2.33 -1.60 -2.12
H8 -1.94 0.06 -2.36
H9 3.13 -0.67 1.73
N1 -1.14 -0.73 -0.56
C4 2.45 0.14 1.46
N2 1.14 -0.28 1.38
H10 0.90 -0.92 2.13

Calculated values
Relative energy (zero: lowest compared OMol25 entry of this formula, charge and spin) ... 1.712 eV
Molecular weight ... 102.14 u
2S+1 ... 1
Maximum force ... 2.25 eV/Å
LUMO ... 0.9 eV
Kohn-Sham gap ... 0.363 hartree

Results of the Mulliken charge analysis, in e, for atoms 1 through 5:
1. H 0.297
2. H 0.389
3. H 0.284
4. C -0.842
5. H 0.345


No. 5
ORCA calculation (ωB97M-V/def2-TZVPD) on C4H10N2O as an isolated structure in a non-equilibrium geometry.

Atoms and positions in Å:
N1 0.65 -0.15 -0.60
C1 0.82 1.23 -1.04
C2 -1.94 -0.98 0.08
O1 3.23 -0.24 -0.75
H1 1.14 0.41 1.46
H2 -1.61 -2.00 0.32
C3 -1.06 0.05 0.75
H3 -0.08 1.56 -1.57
H4 -1.94 -0.86 -1.00
H5 0.58 -1.37 1.19
H6 -1.26 1.07 0.39
H7 -2.96 -0.87 0.44
C4 0.68 -0.35 0.83
H8 -1.22 0.06 1.83
N2 2.28 -0.82 -0.32
H9 1.64 1.30 -1.76
H10 1.04 1.95 -0.25

Calculated values
Relative energy (zero: lowest compared OMol25 entry of this formula, charge and spin) ... 6.851 eV
Molecular weight ... 102.14 u
2S+1 ... 1
Maximum force ... 7.67 eV/Å
LUMO ... 0.0 eV
Kohn-Sham gap ... 0.299 hartree

Results of the Mulliken charge analysis, in e, for atoms 1 through 5:
1. N -0.163
2. C -0.873
3. C -1.011
4. O -0.291
5. H 0.417


No. 6
ORCA calculation (ωB97M-V/def2-TZVPD) on one molecule with the formula C4H10N2O in a non-equilibrium geometry.

Atoms and positions in Å:
H1 1.26 -1.24 -1.20
H2 -0.05 -2.36 -0.66
C1 0.73 -1.70 -0.44
N1 0.04 -0.72 0.37
H3 1.23 0.35 1.89
H4 -1.70 1.46 0.88
H5 -2.13 -0.28 1.14
C2 1.30 0.32 0.83
O1 0.85 1.54 0.25
C3 -1.94 0.49 0.41
H6 0.65 0.56 -1.64
H7 1.45 -2.18 0.39
C4 0.04 1.07 -0.90
H8 -2.80 0.52 -0.14
N2 -0.82 0.14 -0.40
H9 -0.31 2.06 -1.17
H10 2.21 -0.02 0.39

Calculated values
Relative energy (zero: lowest compared OMol25 entry of this formula, charge and spin) ... 4.345 eV
Molecular weight ... 102.14 u
2S+1 ... 1
Maximum force ... 4.41 eV/Å
LUMO ... 1.0 eV
Kohn-Sham gap ... 0.373 hartree

Results of the Mulliken charge analysis, in e, for atoms 1 through 5:
1. H 0.401
2. H 0.358
3. C -0.939
4. N -0.345
5. H 0.337


No. 7
ORCA calculation (ωB97M-V/def2-TZVPD) on one molecule with the formula C4H10N2O in a non-equilibrium geometry.

Atoms and positions in Å:
H1 0.08 -1.05 -1.80
H2 0.34 1.23 1.27
H3 -0.16 0.75 -1.28
H4 -1.03 -1.85 0.55
H5 1.63 0.28 2.07
C1 1.22 0.58 1.11
H6 1.19 -1.45 0.54
C2 -1.88 0.00 0.62
H7 2.06 -0.94 -1.99
H8 1.60 0.42 -2.67
C3 0.60 -0.57 0.28
N1 -0.84 -0.90 0.85
H9 -2.87 -0.40 0.90
C4 0.34 -0.19 -1.15
H10 1.95 1.23 0.59
N2 1.77 0.01 -1.76
O1 -1.75 1.18 0.44

Calculated values
Relative energy (zero: lowest compared OMol25 entry of this formula, charge and spin) ... 2.042 eV
Molecular weight ... 102.14 u
2S+1 ... 1
Maximum force ... 4.90 eV/Å
LUMO ... 0.8 eV
Kohn-Sham gap ... 0.386 hartree

Results of the Mulliken charge analysis, in e, for atoms 1 through 5:
1. H 0.285
2. H 0.328
3. H 0.412
4. H 0.264
5. H 0.313


No. 8
ORCA calculation (ωB97M-V/def2-TZVPD) on C4H10N2O as an isolated structure.

Atoms and positions in Å:
H1 0.84 -0.60 0.26
O1 0.35 -1.27 0.81
H2 -1.94 -0.82 -0.92
H3 0.51 -2.23 2.59
C1 1.36 0.72 -1.16
H4 1.25 -0.63 2.58
N1 0.40 1.17 -1.91
C2 -0.66 0.73 -1.17
H5 -1.73 0.91 0.70
H6 -1.97 2.23 -0.47
N2 -1.32 -0.35 -1.57
C3 1.08 -1.53 1.99
H7 -0.45 2.11 0.43
H8 2.06 -1.99 1.77
H9 2.36 0.91 -1.60
C4 -1.24 1.54 -0.05
H10 -0.91 -0.90 -2.30

Calculated values
Relative energy (zero: lowest compared OMol25 entry of this formula, charge and spin) ... 4.400 eV
Molecular weight ... 102.14 u
2S+1 ... 1
Maximum force ... 0.86 eV/Å
LUMO ... 0.7 eV
Kohn-Sham gap ... 0.298 hartree

Results of the Mulliken charge analysis, in e, for atoms 1 through 5:
1. H 0.287
2. O -0.452
3. H 0.231
4. H 0.220
5. C -0.702


No. 9
ORCA calculation (ωB97M-V/def2-TZVPD) on one molecule with the formula C4H10N2O in a non-equilibrium geometry.

Atoms and positions in Å:
H1 0.35 2.42 -1.87
C1 -0.63 -0.24 1.48
C2 -0.01 -0.64 -0.87
N1 -0.29 0.48 -1.57
C3 -0.20 1.85 -1.13
N2 1.29 -1.65 0.98
H2 -1.20 2.29 -0.99
H3 0.64 -2.30 1.40
C4 0.56 -0.47 0.55
H4 -0.60 0.40 -2.53
H5 -1.34 0.54 1.19
H6 -1.26 -1.12 1.61
H7 1.67 -2.12 0.16
O1 -0.21 -1.75 -1.32
H8 -0.29 -0.01 2.50
H9 0.27 1.94 -0.18
H10 1.23 0.37 0.60

Calculated values
Relative energy (zero: lowest compared OMol25 entry of this formula, charge and spin) ... 0.875 eV
Molecular weight ... 102.14 u
2S+1 ... 1
Maximum force ... 1.20 eV/Å
LUMO ... 0.9 eV
Kohn-Sham gap ... 0.376 hartree

Results of the Mulliken charge analysis, in e, for atoms 1 through 5:
1. H 0.318
2. C -1.315
3. C 0.406
4. N -0.136
5. C -0.867


No. 10
ORCA calculation (ωB97M-V/def2-TZVPD) on a 2-piece molecular cluster, C4H10N2O overall in a non-equilibrium geometry.

Atoms and positions in Å:
H1 0.20 -1.78 2.28
C1 -0.27 1.13 -0.21
H2 -0.11 0.59 -2.71
C2 1.90 -1.37 1.17
H3 -2.24 1.22 -0.79
H4 1.03 -3.13 1.85
H5 0.59 1.53 1.68
C3 -1.15 0.46 -2.38
C4 -0.35 1.43 1.12
H6 -1.40 -0.59 -2.21
O1 2.82 -1.77 0.50
H7 -1.82 0.84 -3.18
H8 1.61 -0.29 1.12
H9 0.69 0.84 -0.64
N1 -1.29 1.28 -1.14
N2 1.09 -2.14 1.95
H10 -1.29 1.76 1.58

Calculated values
Relative energy (zero: lowest compared OMol25 entry of this formula, charge and spin) ... 1.985 eV
Molecular weight ... 102.14 u
2S+1 ... 1
Maximum force ... 1.58 eV/Å
LUMO ... 0.9 eV
Kohn-Sham gap ... 0.338 hartree

Results of the Mulliken charge analysis, in e, for atoms 1 through 5:
1. H 0.252
2. C 0.277
3. H 0.328
4. C 0.192
5. H 0.249


No. 11
ORCA calculation (ωB97M-V/def2-TZVPD) on C4H10N2O as an isolated structure in a non-equilibrium geometry.

Atoms and positions in Å:
H1 1.98 2.03 -0.54
C1 0.84 0.33 -0.11
H2 -2.99 0.74 -0.06
H3 2.19 -1.28 0.36
N1 -0.41 -0.33 -0.25
H4 -1.23 -2.11 -0.32
C2 1.05 1.51 -0.69
N2 -0.30 -1.72 -0.41
H5 -2.25 -0.43 1.05
H6 1.33 -0.64 1.74
H7 -1.58 1.25 0.92
H8 -0.01 -1.90 -1.38
C3 -2.06 0.42 0.40
C4 1.81 -0.37 0.80
H9 0.29 1.96 -1.32
H10 2.65 0.30 1.02
O1 -1.31 0.27 -1.21

Calculated values
Relative energy (zero: lowest compared OMol25 entry of this formula, charge and spin) ... 6.749 eV
Molecular weight ... 102.14 u
2S+1 ... 1
Maximum force ... 3.67 eV/Å
LUMO ... 0.9 eV
Kohn-Sham gap ... 0.327 hartree

Results of the Mulliken charge analysis, in e, for atoms 1 through 5:
1. H 0.266
2. C 0.544
3. H 0.297
4. H 0.284
5. N 0.538


No. 12
ORCA calculation (ωB97M-V/def2-TZVPD) on a 2-piece molecular cluster, C4H10N2O overall in a non-equilibrium geometry.

Atoms and positions in Å:
H1 2.76 -0.06 -1.20
O1 0.25 0.44 -1.84
H2 -2.28 1.68 -1.23
H3 2.51 -1.83 -1.34
N1 2.43 0.17 1.05
H4 -0.13 1.15 -2.24
H5 -0.30 -0.37 -0.03
C1 -2.54 0.84 0.74
H6 2.02 0.06 2.03
C2 -1.78 1.01 -0.51
H7 -3.49 0.33 0.60
C3 2.95 -1.04 -0.79
C4 -0.63 0.36 -0.75
H8 3.96 -1.35 -0.84
N2 2.52 -0.98 0.56
H9 -1.81 0.19 1.23
H10 -2.77 1.89 1.31

Calculated values
Relative energy (zero: lowest compared OMol25 entry of this formula, charge and spin) ... 4.501 eV
Molecular weight ... 102.14 u
2S+1 ... 1
Maximum force ... 4.36 eV/Å
LUMO ... 0.9 eV
Kohn-Sham gap ... 0.359 hartree

Results of the Mulliken charge analysis, in e, for atoms 1 through 5:
1. H 0.328
2. O -0.420
3. H 0.262
4. H 0.256
5. N -0.410


No. 13
ORCA calculation (ωB97M-V/def2-TZVPD) on one molecule with the formula C4H10N2O.

Atoms and positions in Å:
H1 1.06 1.99 -0.15
N1 -0.61 0.12 -0.86
H2 -1.80 -1.62 -1.14
H3 -0.48 0.98 1.58
H4 2.37 -0.63 -0.08
C1 -1.89 -0.54 -0.99
H5 -2.48 -0.36 -0.09
H6 -2.42 -0.11 -1.83
C2 -0.24 -0.08 1.55
H7 -0.12 0.10 -1.75
O1 3.07 1.73 -0.34
C3 0.26 -0.45 0.15
H8 0.54 -0.28 2.28
C4 1.94 1.33 -0.19
N2 1.61 0.04 -0.05
H9 0.31 -1.56 0.08
H10 -1.12 -0.65 1.81

Calculated values
Relative energy (zero: lowest compared OMol25 entry of this formula, charge and spin) ... 1.098 eV
Molecular weight ... 102.14 u
2S+1 ... 1
Maximum force ... 0.90 eV/Å
LUMO ... 0.9 eV
Kohn-Sham gap ... 0.373 hartree

Results of the Mulliken charge analysis, in e, for atoms 1 through 5:
1. H 0.337
2. N -0.389
3. H 0.322
4. H 0.326
5. H 0.228


No. 14
ORCA calculation (ωB97M-V/def2-TZVPD) on C4H10N2O as an isolated structure in a non-equilibrium geometry.

Atoms and positions in Å:
H1 0.51 -0.80 -1.66
C1 1.24 -1.00 -0.88
C2 0.96 1.36 0.06
O1 -0.25 -0.29 1.99
H2 0.29 1.59 -0.77
N1 -2.67 -0.36 -0.59
H3 2.25 -0.80 -1.27
H4 -3.43 0.29 -0.80
H5 -1.96 1.08 0.80
C3 1.05 -0.11 0.31
H6 1.21 -2.05 -0.61
C4 -1.89 0.11 0.30
H7 1.71 -0.37 1.13
H8 0.64 1.87 0.96
N2 -0.77 -0.61 0.69
H9 -0.87 -1.61 0.52
H10 1.96 1.71 -0.20

Calculated values
Relative energy (zero: lowest compared OMol25 entry of this formula, charge and spin) ... 6.076 eV
Molecular weight ... 102.14 u
2S+1 ... 1
Maximum force ... 2.65 eV/Å
LUMO ... 0.3 eV
Kohn-Sham gap ... 0.285 hartree

Results of the Mulliken charge analysis, in e, for atoms 1 through 5:
1. H 0.309
2. C -1.316
3. C -1.378
4. O -0.733
5. H 0.319